Entry 1:
ORCA calculation (ωB97M-V with the def2-TZVPD basis set) on a structure of composition C40H41BN9OP2SSr.

ORCA input file:
```
! RIJCOSX wB97M-V def2-TZVPD def2/J DEFGRID3
* xyz 2 2
Sr -0.4878 -0.4991 -2.7588
C -2.4064 -4.6528 -3.7306
C -1.8455 -3.4417 -4.1305
N -1.1300 -2.8960 -3.1473
N -1.2014 -3.7567 -2.0999
C -1.9809 -4.8058 -2.4298
B -0.6352 -3.4046 -0.6942
N 0.8242 -2.8482 -0.7771
C 1.8506 -3.2646 -0.0096
C 2.9746 -2.5408 -0.3462
C 2.5414 -1.6839 -1.3570
N 1.2483 -1.8698 -1.6107
N -1.5808 -2.3280 -0.0668
C -2.6138 -2.4838 0.7799
C -3.3165 -1.2956 0.8433
C -2.6460 -0.4557 -0.0445
N -1.5995 -1.0774 -0.5882
N -0.5845 -4.6547 0.1626
C -0.0545 -5.8574 -0.1917
C 0.1193 -6.5974 0.9460
C -0.3007 -5.7386 1.9808
N -0.7104 -4.5749 1.5137
H -3.0229 -5.3236 -4.3030
H -1.9198 -2.9503 -5.0899
H -2.1881 -5.5914 -1.7227
H 1.7224 -4.0504 0.7183
H 3.9683 -2.6509 0.0546
H 3.1034 -0.9420 -1.9048
H -2.7612 -3.4158 1.2971
H -4.1921 -1.0851 1.4331
H -2.8672 0.5667 -0.3162
H 0.1657 -6.0979 -1.2197
H 0.4905 -7.6048 1.0241
H -0.3317 -5.9357 3.0417
N 1.4262 1.9759 -2.3072
P 1.4535 0.1218 1.3036
C 1.6070 -0.8677 2.8052
C 0.6814 -1.9102 2.8961
C 0.6167 -2.6943 4.0389
C 1.4862 -2.4506 5.0918
C 2.4337 -1.4339 4.9969
C 2.4952 -0.6442 3.8630
C 3.0171 1.0442 1.1782
C 3.0667 2.3639 0.7335
C 4.2881 2.9836 0.5167
C 5.4707 2.2855 0.7188
C 5.4290 0.9636 1.1383
C 4.2096 0.3439 1.3678
P -0.5713 2.7803 -3.9341
C -0.5000 4.5299 -3.5151
C -0.4232 5.0161 -2.2083
C -0.3880 6.3817 -1.9850
C -0.4353 7.2651 -3.0571
C -0.5019 6.7862 -4.3567
C -0.5181 5.4193 -4.5894
C -2.2596 2.2258 -3.5136
C -2.7413 1.1106 -4.2108
C -3.9645 0.5398 -3.8832
C -4.7324 1.1062 -2.8739
C -4.2814 2.2384 -2.2043
C -3.0479 2.7933 -2.5137
H 1.8534 2.6447 -2.9661
H 0.0104 -2.1307 2.0699
H -0.1035 -3.5003 4.0870
H 1.4415 -3.0614 5.9842
H 3.1319 -1.2668 5.8067
H 3.2575 0.1234 3.7917
H 2.1567 2.9228 0.5431
H 4.3166 4.0145 0.1875
H 6.4222 2.7729 0.5534
H 6.3478 0.4136 1.2951
H 4.1896 -0.6887 1.6946
H -0.3832 4.3307 -1.3700
H -0.3247 6.7626 -0.9739
H -0.4096 8.3319 -2.8779
H -0.5237 7.4756 -5.1899
H -0.5460 5.0475 -5.6076
H -2.1810 0.7232 -5.0606
H -4.3324 -0.3155 -4.4345
H -5.6950 0.6791 -2.6252
H -4.8997 2.6948 -1.4417
H -2.7101 3.6831 -1.9969
O 0.0805 2.0744 -2.4597
S 0.2452 1.8270 2.0929
C 1.0024 2.4593 3.6298
C -0.0763 2.2947 4.6979
C -0.7811 0.9700 4.4159
C -1.1361 0.9640 2.9299
H 1.3017 3.4885 3.4465
H 1.8850 1.8596 3.8345
H -0.7853 3.1231 4.6441
H 0.3783 2.3152 5.6878
H -1.6867 0.8627 5.0117
H -0.1234 0.1288 4.6436
H -2.0341 1.5382 2.7089
H -1.2372 -0.0280 2.4947
*
```

Calculated values
LUMO energy (spin up / spin down) (eV): -4.861 / -5.816
F_max (Eh/bohr): 0.0047
Energy relative to the best compared isomer or geometry (same formula, charge and spin) (eV): 1.697

Entry 2:
ORCA calculation (ωB97M-V with the def2-TZVPD basis set) on a structure of composition C40H41BN9Pb.

ORCA input file:
```
! RIJCOSX wB97M-V def2-TZVPD def2/J DEFGRID3
* xyz 3 1
Pb 0.0698 0.1569 -0.1655
C 4.3662 -3.4320 1.3022
C 3.7717 -2.2340 0.6487
C 4.3768 -1.3483 -0.2131
C 3.4012 -0.4005 -0.5298
N 2.2610 -0.7003 0.0937
N 2.4806 -1.8370 0.8240
B 1.4364 -2.4869 1.7081
N 0.9127 -1.5203 2.8298
N 0.4073 -0.3414 2.5712
C 0.1058 0.2308 3.7849
C 0.4549 -0.6787 4.8209
C 0.9841 -1.7653 4.2019
C 1.5454 -3.0113 4.7807
C -0.4285 1.5365 3.9068
C -1.0188 1.9391 5.1368
C -1.5091 3.2104 5.2875
C -1.4069 4.1204 4.2310
C -0.8250 3.7509 3.0111
C -0.3490 2.4780 2.8455
N 0.2213 -3.0300 0.8440
N -0.5633 -2.2783 0.1042
C -1.4648 -3.1120 -0.5075
C -1.1811 -4.4469 -0.1112
C -0.1258 -4.3711 0.7451
C 0.5790 -5.4668 1.4594
C -2.4965 -2.6688 -1.3718
C -2.8476 -1.2993 -1.5216
C -3.8604 -0.9262 -2.3612
C -4.5608 -1.9014 -3.0901
C -4.2453 -3.2550 -2.9590
C -3.2375 -3.6368 -2.1099
C 3.5170 0.7671 -1.4114
C 4.5324 0.8095 -2.3671
C 4.6504 1.8928 -3.2232
C 3.7592 2.9542 -3.1343
C 2.7543 2.9330 -2.1721
C 2.6418 1.8493 -1.3191
H 5.3938 -3.5485 0.9663
H 3.8243 -4.3414 1.0472
H 4.3768 -3.3339 2.3868
H 5.4020 -1.3736 -0.5342
H 1.9051 -3.4228 2.2493
H 0.3834 -0.5190 5.8811
H 1.4824 -2.9610 5.8652
H 2.5904 -3.1449 4.5038
H 0.9913 -3.8890 4.4493
H -1.1011 1.2254 5.9434
H -1.9672 3.5151 6.2175
H -1.7758 5.1286 4.3608
H -0.7422 4.4768 2.2145
H 0.1384 2.1965 1.9247
H -1.6999 -5.3443 -0.3921
H 0.1326 -6.4173 1.1769
H 0.4968 -5.3590 2.5398
H 1.6359 -5.4939 1.2010
H -2.3557 -0.5345 -0.9360
H -4.1381 0.1142 -2.4549
H -5.3612 -1.6007 -3.7523
H -4.7963 -3.9955 -3.5201
H -2.9932 -4.6843 -2.0155
H 5.2273 -0.0143 -2.4594
H 5.4427 1.9097 -3.9580
H 3.8583 3.8024 -3.7966
H 2.0857 3.7770 -2.0715
H 1.9008 1.8991 -0.5207
C -4.2343 6.0713 -0.6271
C -3.3869 4.8425 -0.5293
C -2.0549 4.8305 -0.9342
C -1.3248 3.6597 -0.8418
N -1.8192 2.5092 -0.3775
C -3.0968 2.5242 0.0184
C -3.9026 3.6431 -0.0359
H -3.6516 6.9375 -0.9308
H -4.7126 6.2886 0.3275
H -5.0297 5.9211 -1.3583
H -1.5912 5.7261 -1.3247
H -0.2870 3.6454 -1.1601
H -3.4936 1.5923 0.4060
H -4.9276 3.5846 0.3036
C -0.7687 1.3463 -3.8202
C 0.0725 0.1312 -3.6694
N 0.4677 -0.4150 -2.5323
C 1.2655 -1.4976 -2.8638
C 1.3456 -1.5941 -4.2123
N 0.5854 -0.5579 -4.7027
H -1.3526 1.5162 -2.9164
H -1.4508 1.2496 -4.6635
H -0.1462 2.2258 -3.9932
H 1.7372 -2.1094 -2.1164
H 1.8660 -2.2796 -4.8547
H 0.4450 -0.3387 -5.6770
*
```

Calculated values
LUMO energy (spin up / spin down) (eV): -11.255 / -10.768
F_max (Eh/bohr): 0.0092

Entry 3:
ORCA calculation (ωB97M-V with the def2-TZVPD basis set) on a cluster of 8 separate species, C40H41FN8O2S2 in total in a non-equilibrium geometry.

ORCA input file:
```
! RIJCOSX wB97M-V def2-TZVPD def2/J DEFGRID3
* xyz 0 1
O 3.2250 5.0080 3.2196
C 2.8748 6.3157 3.3562
C 1.2853 6.7226 3.5285
C 0.3364 5.8952 2.4277
F 1.1111 5.5956 1.1848
O 3.9861 7.2800 3.3891
C 4.1059 8.0409 2.1354
S 3.1042 9.6376 2.2250
N 3.8532 7.2240 0.8760
C 3.2425 8.0745 -0.0550
S 1.9609 8.6616 -1.0657
H 0.9017 6.3401 4.5910
H 1.0806 7.8854 3.4662
H -0.5920 6.5500 2.0776
H -0.0770 4.9200 2.9657
H 5.2463 8.3851 2.0670
H 3.7411 10.4503 3.1843
C -4.2364 4.1521 -0.4458
C -3.6937 5.3390 -0.9268
C -3.2617 6.2822 -0.0081
N -3.3402 6.1180 1.3306
C -3.8733 4.9564 1.7677
C -4.3289 3.9530 0.9278
H -4.5846 3.3888 -1.1355
H -3.6087 5.5251 -1.9914
H -2.8279 7.2231 -0.3339
H -3.9273 4.8499 2.8475
H -4.7464 3.0388 1.3344
C -4.1182 -1.7990 -1.7437
C -4.7356 -1.4401 -2.9372
C -5.0767 -0.1103 -3.1250
N -4.8477 0.8601 -2.2133
C -4.2485 0.4810 -1.0636
C -3.8674 -0.8219 -0.7859
H -3.8351 -2.8316 -1.5612
H -4.9458 -2.1780 -3.7031
H -5.5575 0.2202 -4.0412
H -4.0777 1.2789 -0.3464
H -3.3873 -1.0692 0.1541
C -2.7842 -6.6420 -4.8321
C -3.4016 -6.2831 -6.0256
C -3.7427 -4.9533 -6.2134
N -3.5137 -3.9829 -5.3016
C -2.9145 -4.3620 -4.1520
C -2.5334 -5.6649 -3.8743
H -2.5011 -7.6746 -4.6496
H -3.6118 -7.0210 -6.7915
H -4.2235 -4.6228 -7.1295
H -2.7436 -3.5640 -3.4347
H -2.0533 -5.9122 -2.9343
C 3.3979 3.3958 7.8827
C 3.2891 2.0111 7.9556
C 3.1609 1.3002 6.7731
N 3.1315 1.8746 5.5506
C 3.2374 3.2206 5.5116
C 3.3728 4.0163 6.6379
H 3.5012 3.9866 8.7882
H 3.3043 1.4976 8.9103
H 3.0760 0.2174 6.7774
H 3.2088 3.6581 4.5176
H 3.4559 5.0934 6.5472
C 1.4294 -1.3745 -4.5851
C 0.1133 -1.7652 -4.8081
C -0.1200 -3.0519 -5.2666
N 0.8582 -3.9503 -5.5141
C 2.1260 -3.5416 -5.2900
C 2.4587 -2.2780 -4.8289
H 1.6513 -0.3744 -4.2245
H -0.7111 -1.0845 -4.6288
H -1.1301 -3.4051 -5.4527
H 2.8939 -4.2813 -5.4985
H 3.4947 -2.0044 -4.6645
C -1.8760 -10.5081 -0.1083
C -3.0037 -9.8236 -0.5490
C -2.8972 -9.0548 -1.6969
N -1.7586 -8.9276 -2.4131
C -0.6800 -9.6025 -1.9597
C -0.6892 -10.3985 -0.8256
H -1.9215 -11.1217 0.7867
H -3.9432 -9.8874 -0.0119
H -3.7501 -8.5042 -2.0829
H 0.2231 -9.4821 -2.5515
H 0.2070 -10.9199 -0.5087
C 4.9652 -0.2030 1.0876
C 5.8851 -1.1702 1.4784
C 6.0659 -1.3933 2.8340
N 5.4024 -0.7224 3.8010
C 4.5172 0.2117 3.3909
C 4.2649 0.5034 2.0601
H 4.7954 -0.0010 0.0340
H 6.4475 -1.7371 0.7452
H 6.7702 -2.1400 3.1893
H 3.9986 0.7384 4.1872
H 3.5409 1.2631 1.7881
*
```

Calculated values
LUMO energy (eV): -1.105
F_max (Eh/bohr): 0.1855
Structure (SMILES): O=C(CCF)O[C@H](S)N=C=S.c1ccncc1.c1ccncc1.c1ccncc1.c1ccncc1.c1ccncc1.c1ccncc1.c1ccncc1

Entry 4:
ORCA calculation (ωB97M-V with the def2-TZVPD basis set) on a structure of composition C40H41KN10O2SeSi.

ORCA input file:
```
! RIJCOSX wB97M-V def2-TZVPD def2/J DEFGRID3
* xyz -2 1
K 0.0433 -0.1040 0.4443
C -0.9654 1.5034 4.7720
C -0.6447 2.7392 4.0431
O 0.3053 2.6387 3.0893
C -1.1325 4.0101 4.0685
C -0.4486 4.7081 3.0543
C -0.5291 6.1180 2.6026
N 0.3935 3.8722 2.4857
N 1.3474 4.1986 1.5940
C 1.6444 3.2252 0.7054
O 1.1167 2.1172 0.6115
C 2.7404 3.6097 -0.2528
C 3.1739 2.6405 -1.1505
C 4.1823 2.9340 -2.0569
C 4.7597 4.1957 -2.0718
C 4.3296 5.1656 -1.1745
C 3.3250 4.8728 -0.2647
H -0.0744 0.8960 4.9190
H -1.6553 0.8995 4.1655
H -1.4197 1.7417 5.7316
H -1.9015 4.3934 4.7139
H -1.2975 6.6483 3.1608
H -0.7507 6.1577 1.5360
H 0.4361 6.6064 2.7431
H 2.7204 1.6580 -1.1218
H 4.5164 2.1711 -2.7481
H 5.5487 4.4229 -2.7788
H 4.7811 6.1507 -1.1813
H 2.9874 5.6154 0.4451
C -3.3243 0.8742 -2.8779
C -2.2990 1.0221 -1.9669
N -1.2727 0.1778 -1.9113
C -1.2640 -0.8469 -2.7663
C -2.3485 -1.0099 -3.6494
N -3.3603 -0.1632 -3.7214
C -0.1101 -1.7836 -2.7451
C 0.1761 -2.5097 -3.8739
C 1.3132 -3.3781 -3.8867
C 2.0568 -3.3810 -2.6855
C 1.6925 -2.6179 -1.5777
N 0.5973 -1.8079 -1.5950
C 2.4970 -2.6170 -0.3523
C 3.4690 -3.5893 -0.1092
N 4.2622 -3.6521 0.9549
C 4.0524 -2.6215 1.8465
C 3.0751 -1.6865 1.6557
N 2.2426 -1.6306 0.5965
C 1.6752 -4.1417 -5.0329
C 2.7881 -5.0374 -5.0681
C 3.0922 -5.7440 -6.2043
N 2.4203 -5.6904 -7.3728
C 1.3684 -4.8491 -7.3470
C 0.9677 -4.0937 -6.2723
H -4.1381 1.5885 -2.9171
H -2.3085 1.8388 -1.2528
H -2.3837 -1.8748 -4.2991
H -0.4287 -2.3910 -4.7594
H 2.9671 -3.9572 -2.6342
H 3.5927 -4.3894 -0.8314
H 4.6679 -2.5999 2.7393
H 2.9348 -0.9150 2.4123
H 3.4108 -5.1836 -4.1957
H 3.9481 -6.4156 -6.1828
H 0.7993 -4.7760 -8.2719
H 0.1025 -3.4568 -6.4003
C 0.7994 -4.5204 3.0036
Si 0.1570 -3.3374 4.2970
C 1.5718 -2.4292 5.1392
C -0.7136 -4.3377 5.6456
C -1.0264 -2.1683 3.5750
C -1.7788 -1.3952 2.9976
H 1.5201 -5.2207 3.4353
H 1.3027 -3.9864 2.1964
H -0.0239 -5.0929 2.5719
H 2.2755 -3.1447 5.5741
H 1.2059 -1.7831 5.9410
H 2.1220 -1.8251 4.4189
H -0.0041 -4.9955 6.1565
H -1.5017 -4.9574 5.2131
H -1.1724 -3.6813 6.3878
C -3.4374 4.1124 0.8194
N -4.4472 3.4277 0.0405
C -5.0890 3.9489 -1.0691
C -5.9105 2.9746 -1.5141
N -5.7340 1.9024 -0.6580
C -6.3460 0.6002 -0.8284
C -4.8317 2.1549 0.3223
Se -2.9291 -0.2482 2.1467
H -3.8705 4.9430 1.3813
H -2.6447 4.4895 0.1705
H -3.0184 3.3838 1.5112
H -4.9039 4.9372 -1.4525
H -6.5695 2.9454 -2.3644
H -7.4338 0.6760 -0.7843
H -5.9855 -0.0326 -0.0214
H -6.0458 0.1632 -1.7815
*
```

Calculated values
LUMO energy (spin up / spin down) (eV): 3.264 / 3.264
F_max (Eh/bohr): 0.0133
Energy relative to the best compared isomer or geometry (same formula, charge and spin) (eV): 3.886

Entry 5:
ORCA calculation (ωB97M-V with the def2-TZVPD basis set) on a structure of composition C40H41N4PRb.

ORCA input file:
```
! RIJCOSX wB97M-V def2-TZVPD def2/J DEFGRID3
* xyz -1 1
Rb -0.0522 -0.7007 1.0281
C 2.4237 -2.8093 2.6218
N 1.9279 -1.5208 3.1074
C 1.0973 -1.6976 4.2925
C 0.4491 -0.4137 4.7466
C 0.4979 -0.0048 6.0749
C -0.1239 1.1784 6.4411
C -0.7667 1.9272 5.4698
C -0.7661 1.4476 4.1676
N -0.1820 0.3058 3.8149
C 3.0351 -0.6146 3.3476
C 3.6166 -0.0548 2.0693
C 4.9906 -0.0025 1.8635
C 5.4748 0.5677 0.6969
C 4.5749 1.0670 -0.2292
C 3.2209 0.9675 0.0556
N 2.7522 0.4204 1.1730
C 1.4365 -3.7266 1.9055
C 2.0029 -4.8527 1.2996
C 1.1178 -5.9611 1.1274
C -0.2177 -5.7738 1.1819
C -0.7022 -4.3472 1.1669
N 0.1451 -3.4802 2.0050
H 2.8798 -3.3687 3.4582
H 3.2331 -2.6052 1.9153
H 1.6781 -2.1264 5.1291
H 0.3255 -2.4199 4.0120
H 1.0238 -0.6087 6.8033
H -0.0969 1.5153 7.4701
H -1.2553 2.8626 5.7054
H -1.2462 1.9997 3.3646
H 3.8402 -1.0927 3.9331
H 2.6731 0.2326 3.9371
H 5.6628 -0.4134 2.6060
H 6.5410 0.6135 0.5120
H 4.9017 1.5146 -1.1578
H 2.4809 1.3440 -0.6434
H 3.0778 -4.9915 1.3075
H 1.5292 -6.9636 1.0409
H -0.9209 -6.5986 1.1944
H -1.7199 -4.2889 1.5688
C -4.6508 0.1780 -1.7942
C -3.9541 0.0496 -3.1200
C -4.6588 -0.4004 -4.2314
C -4.0589 -0.5084 -5.4780
C -2.7280 -0.1564 -5.6270
C -2.0115 0.2966 -4.5278
C -2.6008 0.4026 -3.2701
P -1.6748 0.9478 -1.7828
C 0.0605 0.8641 -2.4294
C 0.6003 -0.4250 -2.3777
C 1.8777 -0.7174 -2.8289
C 2.6568 0.3088 -3.3407
C 2.1409 1.5947 -3.3907
C 0.8512 1.9033 -2.9492
C 0.3788 3.3271 -3.0683
C -2.1974 2.6453 -1.5503
C -3.1035 3.2694 -2.4121
C -3.6380 4.5159 -2.1558
C -3.2522 5.1600 -0.9605
C -2.3563 4.5936 -0.1020
C -1.7275 3.3191 -0.3582
C -0.7336 2.8377 0.4695
H -5.6519 -0.2508 -1.8411
H -4.7295 1.2264 -1.4970
H -4.0870 -0.3285 -1.0077
H -5.7019 -0.6729 -4.1129
H -4.6309 -0.8665 -6.3253
H -2.2446 -0.2306 -6.5935
H -0.9710 0.5713 -4.6508
H -0.0160 -1.2329 -1.9899
H 2.2536 -1.7313 -2.7739
H 3.6608 0.1114 -3.6967
H 2.7508 2.3967 -3.7934
H 1.1516 3.9311 -3.5470
H 0.1617 3.7501 -2.0859
H -0.5356 3.4015 -3.6562
H -3.4077 2.7477 -3.3141
H -4.3451 4.9712 -2.8367
H -3.6756 6.1292 -0.7143
H -2.0730 5.1193 0.8046
H -0.1809 1.9379 0.2337
H -0.4112 3.4023 1.3357
C -0.7606 -3.8200 -0.2814
H -1.3227 -4.5106 -0.9148
H 0.2506 -3.7359 -0.6888
H -1.2643 -2.8477 -0.3516
*
```

Calculated values
LUMO energy (eV): 2.029
F_max (Eh/bohr): 0.0043
Energy relative to the best compared isomer or geometry (same formula, charge and spin) (eV): 0.054